1.
The following is a DFT calculation (wB97M-V/def2-TZVPD) of a cluster of 2 separate species, C3H8O2 in total at a distorted geometry.

Structure (XYZ):
```
13
Properties=species:S:1:pos:R:3:forces:R:3
C -0.7695 0.9200 -0.6121 1.2347 -1.4242 -1.4986
C 0.0484 -0.1021 -0.3477 -0.6589 0.1240 2.8955
C -0.0563 -1.4986 -0.8900 1.0545 0.8834 -1.8006
O -0.0950 -2.3747 0.2117 -0.6563 -0.1099 0.2521
H -1.0985 0.7608 -1.6318 -1.2654 0.9181 -0.0452
H -0.9364 1.8047 -0.0180 0.2187 0.0307 -0.1462
H 0.5006 -0.1349 0.6435 0.3808 0.1600 -0.0655
H 0.8245 -1.7969 -1.4847 -0.1214 0.3120 0.0082
H -0.8921 -1.4270 -1.6107 -0.1376 -0.9556 0.5617
H -0.7099 -3.0978 0.0707 -0.0627 0.0310 -0.1511
O 1.0060 1.9964 2.1544 0.0033 0.4687 -0.2186
H 0.8582 2.9398 2.2666 -0.1762 0.1138 0.5489
H 1.3200 2.0103 1.2480 0.1864 -0.5521 -0.3405
```
Forces are in eV/Å.

Its net charge is 0. The HOMO energy comes out at -9.78 eV. The LUMO energy comes out at 0.94 eV.

2.
The following is a DFT calculation (wB97M-V/def2-TZVPD) of a cluster of 2 separate species, C3H8O2 in total.

Structure (XYZ):
```
13
Properties=species:S:1:pos:R:3:forces:R:3
C 0.5405 1.5023 0.7982 0.3925 0.4017 -0.1713
C 1.3757 0.4154 0.1527 0.2468 -0.5776 -0.0084
C 0.7516 -0.9496 0.2596 -0.2652 -0.1329 0.0425
O 1.1195 -1.9045 -0.3705 -0.0070 -0.1106 -0.0851
H -0.2583 1.7894 0.1179 -0.2707 -0.1164 0.1435
H 1.1071 2.4132 0.9761 0.1845 0.0029 0.0164
H 0.1331 1.1948 1.7535 -0.1936 -0.1169 0.1528
H 1.5103 0.5899 -0.9069 0.0799 0.1459 -0.3219
H 2.3986 0.2525 0.5323 -0.2931 0.4479 0.2302
H -0.0925 -1.0568 0.9786 0.0756 0.0706 -0.0107
O -2.9898 -1.0826 -1.5920 0.1786 -0.0389 0.0176
H -3.4581 -1.6483 -0.9706 0.0163 -0.0078 -0.0210
H -2.1377 -1.5155 -1.7290 -0.1445 0.0323 0.0153
```
Forces are in eV/Å.

Its net charge is 0. The HOMO energy comes out at -9.93 eV. The LUMO energy comes out at 0.87 eV.

3.
The following is a DFT calculation (wB97M-V/def2-TZVPD) of a cluster of 2 separate species, C3H8O2 in total at a distorted geometry.

Structure (XYZ):
```
13
Properties=species:S:1:pos:R:3:forces:R:3
C 1.4086 0.0700 -0.2185 -0.1612 0.0668 0.8819
C 0.6970 0.2106 0.9087 0.9497 -0.6406 -0.0792
C -0.3082 -0.7874 1.3955 -0.2273 0.1977 -0.1758
H 2.1832 0.7685 -0.4920 0.0269 0.1647 -0.0224
H 1.2459 -0.7595 -0.8904 -0.1523 -0.0641 -0.0994
H 0.9434 1.0083 1.6011 -0.0496 0.2065 -0.1207
H 0.0501 -1.2912 2.2940 0.0292 -0.0206 -0.0079
H -1.2413 -0.2871 1.6564 -0.0874 -0.0375 0.0685
H -0.5295 -1.5245 0.6259 0.0235 -0.0892 0.0214
O -0.9106 1.2087 -1.4094 0.2610 1.3394 1.0272
O -1.3077 0.0208 -2.0962 0.3144 -0.8445 0.6086
H -0.4497 0.9872 -0.5139 -1.0788 -0.6120 -2.4161
H -1.7812 0.3757 -2.8613 0.1518 0.3333 0.3140
```
Forces are in eV/Å.

Its net charge is 0. The HOMO energy comes out at -9.38 eV. The LUMO energy comes out at 1.10 eV.

4.
The following is a DFT calculation (wB97M-V/def2-TZVPD) of a cluster of 2 separate species, C3H8O2 in total.

Structure (XYZ):
```
13
Properties=species:S:1:pos:R:3:forces:R:3
C -1.9924 0.2617 0.2634 -0.0782 -0.0377 0.0136
C -0.5608 0.1503 -0.2051 -0.0138 -0.0109 -0.2798
C 0.5393 0.2120 0.8240 -0.0035 0.0516 0.0735
O -0.3042 -0.0077 -1.3863 -0.0726 0.0608 0.4306
H -2.3446 1.2795 0.0584 0.0649 -0.1090 0.0293
H -2.0921 0.0757 1.3353 0.0122 0.0068 -0.1530
H -2.6213 -0.4294 -0.3025 0.0857 0.1181 0.0382
H 0.9285 -0.8058 0.9154 0.0483 0.0979 0.1080
H 1.3608 0.8298 0.4568 -0.1134 -0.0735 0.0715
H 0.2047 0.5652 1.7998 -0.0461 -0.0106 -0.1197
O 2.3686 -1.0824 -1.1444 0.0683 0.0697 -0.1541
H 1.5296 -0.7073 -1.4642 0.0714 -0.0414 -0.0028
H 2.9840 -0.3415 -1.1507 -0.0232 -0.1219 -0.0554
```
Forces are in eV/Å.

Its net charge is 0. The HOMO energy comes out at -10.08 eV. The LUMO energy comes out at 0.85 eV.

5.
The following is a DFT calculation (wB97M-V/def2-TZVPD) of a cluster of 2 separate species, C3H8O2 in total at a distorted geometry.

Structure (XYZ):
```
13
Properties=species:S:1:pos:R:3:forces:R:3
C 0.4345 1.4111 -1.8439 0.2058 -2.1914 -0.2629
C 1.2105 0.0894 -2.0367 0.5475 -0.0517 1.7584
H 1.0361 2.0466 -1.2070 -0.0998 0.8274 -0.5839
H -0.5082 1.1813 -1.3131 -0.1303 0.1570 0.0399
H 0.1156 1.6810 -2.8483 0.0657 1.0942 0.2799
H 1.6337 -0.1874 -1.0483 -0.2685 -0.2546 -0.1378
H 0.6076 -0.7476 -2.3744 -0.0342 0.0633 -0.3179
H 2.1426 0.1591 -2.5934 -0.3150 0.2860 -0.5661
O 0.3786 -0.4696 2.0749 0.3803 -0.2436 0.1206
C -0.4499 -0.2845 1.1919 -1.0840 0.6226 -0.8268
O -1.6121 -0.8387 1.0707 1.3102 -0.2148 -0.0414
H -0.2107 0.4623 0.3978 0.2190 0.2495 0.0844
H -1.5805 -1.6828 1.5527 -0.7966 -0.3440 0.4537
```
Forces are in eV/Å.

Its spin multiplicity is 2. The expectation value of S² is 0.76. Its net charge is +1. The HOMO energy (spin up / spin down) comes out at -15.68 / -15.57 eV. The LUMO energy (spin up / spin down) comes out at -5.97 / -11.04 eV.

6.
The following is a DFT calculation (wB97M-V/def2-TZVPD) of a cluster of 2 separate species, C3H8O2 in total at a distorted geometry.

Structure (XYZ):
```
13
Properties=species:S:1:pos:R:3:forces:R:3
O -1.7951 -0.5099 1.0530 0.2748 0.9677 0.9312
C -1.2838 0.5560 1.0531 0.8371 -2.2725 -2.3390
C -0.2249 0.9222 -0.1149 -0.9896 -4.5018 -0.9146
C -0.8156 0.1716 -1.3434 1.8348 -1.0765 -1.7692
H -1.4881 1.3930 1.6270 -0.7927 1.8639 1.9862
H 0.6931 0.4218 0.1440 0.4123 -0.0411 0.7861
H -0.1293 1.9355 -0.1813 0.0872 2.7128 -0.0490
H -0.0004 -0.2678 -2.1037 -1.3317 1.5429 1.7789
H -1.4364 0.8566 -1.8735 -0.5067 0.2710 -0.6455
H -1.3813 -0.7440 -1.1326 0.1470 0.5166 0.2831
H 2.3116 -2.1768 0.5404 0.4906 0.2158 0.6137
H 2.8374 -0.8415 1.0266 0.5789 1.9121 -0.6072
O 2.7126 -1.7166 1.3050 -1.0418 -2.1108 -0.0547
```
Forces are in eV/Å.

Its spin multiplicity is 2. The expectation value of S² is 0.76. Its net charge is +1. The HOMO energy (spin up / spin down) comes out at -14.92 / -14.92 eV. The LUMO energy (spin up / spin down) comes out at -6.39 / -10.10 eV.

7.
The following is a DFT calculation (wB97M-V/def2-TZVPD) of a cluster of 2 separate species, C3H8O2PS in total at a distorted geometry.

Structure (XYZ):
```
15
Properties=species:S:1:pos:R:3:forces:R:3
C -2.0028 0.8745 0.2634 3.9554 -2.3160 4.5681
C 2.1238 -1.4173 -0.6939 1.2612 -1.1255 2.9003
C -0.8200 1.8195 0.3626 3.1801 -2.7344 -1.6618
O -0.4385 -2.4560 -0.2113 1.0590 1.1120 -0.4830
O 0.5819 -0.9315 1.5661 0.5444 0.5915 0.5014
P 0.5390 -1.3870 0.1743 -1.0369 -0.3177 -0.7892
S 0.2112 1.2927 -1.1551 0.1664 -1.0233 0.5909
H -2.4311 0.8399 -0.6278 -1.8807 0.3037 -3.9395
H -1.6430 -0.2373 0.4817 -0.7586 2.3947 -0.4193
H -2.6376 1.1046 1.0482 -2.0152 0.3253 1.4964
H 1.9984 -1.2811 -1.7173 -0.3460 -1.2208 -2.0753
H 2.6334 -0.5001 -0.5355 0.2368 1.1031 1.0597
H 2.8200 -2.2212 -0.1827 -1.4571 1.0522 -1.7054
H 0.0338 1.6786 1.1129 -2.1576 0.1318 -0.2463
H -0.9685 2.8216 0.1144 -0.7513 1.7234 0.2031
```
Forces are in eV/Å.

Its net charge is -1. The HOMO energy comes out at -3.52 eV. The LUMO energy comes out at 3.67 eV.

8.
The following is a DFT calculation (wB97M-V/def2-TZVPD) of a cluster of 2 separate species, C3H8O2S in total at a distorted geometry.

Structure (XYZ):
```
14
Properties=species:S:1:pos:R:3:forces:R:3
C 0.3832 0.0964 0.2481 1.4901 -1.0215 -0.7555
O 1.5131 -0.7815 0.4315 0.1681 0.7886 1.0833
C -0.8223 -0.7476 -0.0802 -1.3339 -0.6259 0.3338
C -2.0775 0.0740 -0.4026 0.5336 -0.2805 -1.5311
S -3.6492 -0.8744 -0.7306 0.5323 0.3388 0.2821
H 0.6868 0.7008 -0.6191 -0.5601 0.4335 0.0702
H 0.1694 0.7854 1.0897 0.2453 -0.3677 -0.0501
H -0.7363 -1.3674 -0.9534 0.8700 -0.2234 -0.7096
H -1.0179 -1.5307 0.6712 0.0312 0.5878 0.3990
H -2.1884 0.8199 0.3722 -0.3699 0.4646 0.0913
H -1.7534 0.5478 -1.3902 -0.7545 0.0820 1.2397
H 2.3678 -0.1791 0.6350 -1.0668 -0.0697 -0.8020
H 3.7218 1.5222 -0.0007 -0.5884 -0.9445 0.8548
O 3.4028 0.9341 0.7291 0.8028 0.8381 -0.5058
```
Forces are in eV/Å.

Its net charge is -2. The HOMO energy comes out at 0.16 eV. The LUMO energy comes out at 6.00 eV.

9.
The following is a DFT calculation (wB97M-V/def2-TZVPD) of a cluster of 2 separate species, C3H8O2S in total at a distorted geometry.

Structure (XYZ):
```
14
Properties=species:S:1:pos:R:3:forces:R:3
C -0.0038 1.0034 0.3297 0.1569 -0.2052 -2.0409
O 0.9751 1.5779 -0.4766 -0.0037 1.2924 0.8804
C -0.3218 -0.4671 0.0863 -0.2107 -2.1716 0.1882
C -1.4652 -1.0179 0.9581 -0.1637 0.4959 1.6888
S -1.8824 -2.7869 0.8034 -0.3219 -0.2447 -0.5710
H -0.9308 1.5938 0.1466 0.0058 -0.2347 0.4676
H 0.2592 1.0503 1.3836 0.0477 0.3036 0.5851
H -0.5902 -0.8541 -0.9251 0.2219 1.1266 0.1717
H 0.5427 -1.1165 0.3289 0.0060 0.4994 -0.0165
H -1.2746 -1.0055 2.0569 0.6258 0.6099 -0.5749
H -2.3194 -0.3169 0.9102 -0.1452 -0.4261 -0.5371
H 1.7708 1.3548 -1.2639 -0.2311 -1.6086 -0.6417
H 2.7183 0.0335 -2.0624 -0.1067 0.0494 0.0797
O 2.5222 0.9510 -2.2756 0.1189 0.5137 0.3206
```
Forces are in eV/Å.

Its net charge is -2. The HOMO energy comes out at 0.42 eV. The LUMO energy comes out at 6.09 eV.

10.
The following is a DFT calculation (wB97M-V/def2-TZVPD) of a cluster of 2 separate species, C3H8O2S in total.

Structure (XYZ):
```
14
Properties=species:S:1:pos:R:3:forces:R:3
O 1.2137 0.1768 -2.2714 0.2133 0.3405 -0.0630
C 0.4536 -0.5190 -1.6618 -0.4303 -0.6851 0.1119
C -0.7115 -0.0475 -0.8396 0.0438 0.5494 -0.1854
C -0.8036 -0.7978 0.4817 -0.2385 0.0682 0.1423
S -1.7140 0.2137 1.7168 0.1968 -0.3288 -0.1313
H 0.5562 -1.6291 -1.6789 0.1605 0.1031 -0.0668
H -1.6144 -0.1440 -1.4499 -0.0679 -0.2961 0.0471
H -0.6171 1.0227 -0.6722 0.1886 0.0831 0.0895
H -1.2972 -1.7630 0.3614 0.0259 0.0717 0.0259
H 0.1926 -0.9629 0.8872 -0.0142 0.0569 -0.0532
H -0.8723 -0.0839 2.7113 -0.1163 0.0857 0.1478
O 1.7749 1.1293 0.8549 0.0107 -0.0437 -0.1102
H 1.7093 1.7972 1.5431 -0.0332 0.0531 -0.0435
H 1.7299 1.6076 0.0173 0.0608 -0.0582 0.0889
```
Forces are in eV/Å.

Its net charge is 0. The HOMO energy comes out at -9.21 eV. The LUMO energy comes out at 0.70 eV.

11.
The following is a DFT calculation (wB97M-V/def2-TZVPD) of a cluster of 2 separate species, C3H8O2S in total at a distorted geometry.

Structure (XYZ):
```
14
Properties=species:S:1:pos:R:3:forces:R:3
O -0.0428 1.5033 -1.9450 0.2402 -0.4966 -0.1531
C -0.4288 0.6863 -1.1471 -0.0525 0.6655 0.2948
C 0.3468 -0.5122 -0.6122 -2.3194 -0.0508 -0.8324
C -0.5694 -1.2869 0.3365 1.5219 -0.3321 0.3972
S 0.3823 -2.5249 1.3026 -0.1459 -0.0355 -0.2571
H -1.3847 0.8972 -0.6240 -0.1019 -0.2960 -0.0911
H 1.1043 -0.0650 -0.0468 1.5629 0.4420 0.7461
H 0.7233 -1.1164 -1.4268 0.3025 -0.0802 -0.1226
H -0.8507 -0.5931 1.1275 -0.7158 -0.0576 -0.1907
H -1.3744 -1.8064 -0.1689 -0.3616 0.3195 0.1226
H 0.7290 -3.2774 0.2481 0.0559 -0.0444 0.0725
O 0.1756 2.4037 1.0398 0.3330 0.4723 -0.4052
H 0.8276 2.7420 1.6593 -0.0071 -0.1402 0.3446
H 0.3620 2.9496 0.2568 -0.3123 -0.3659 0.0745
```
Forces are in eV/Å.

Its net charge is 0. The HOMO energy comes out at -9.15 eV. The LUMO energy comes out at 0.66 eV.

12.
The following is a DFT calculation (wB97M-V/def2-TZVPD) of a cluster of 2 separate species, C3H8O2S in total at a distorted geometry.

Structure (XYZ):
```
14
Properties=species:S:1:pos:R:3:forces:R:3
C 1.1621 1.6685 -0.0591 -2.5300 -0.5521 -0.8193
C 0.7460 -0.6775 0.8261 0.3236 0.5570 -2.0810
C 1.0325 0.1590 -0.2254 0.3693 -1.2159 2.9282
O 0.7324 -2.0744 0.8250 0.2511 0.7145 -1.0831
O -2.2119 0.3864 0.5002 0.9306 1.0767 1.0815
S -2.7968 -0.3552 -0.6018 -1.3558 -0.2701 -1.0760
H 0.1340 2.0872 -0.1755 0.5423 -0.0649 -0.4455
H 1.4059 2.1032 0.8853 0.8704 -0.3861 0.7900
H 1.7728 2.0375 -0.8561 0.4442 0.5068 -0.2435
H -1.8733 -0.7521 -1.5408 0.3479 -0.1064 0.3132
H 0.4214 -0.2849 1.7790 0.0973 -0.1025 0.0970
H 1.3544 -0.2673 -1.1620 -0.0189 -0.1015 -0.2770
H 1.0533 -2.4131 -0.0478 -0.3525 0.5767 1.0365
H -2.9326 -1.6174 -0.1471 0.0806 -0.6322 -0.2210
```
Forces are in eV/Å.

Its net charge is 0. The HOMO energy comes out at -8.38 eV. The LUMO energy comes out at 0.40 eV.

These records have E_tot values of -7333.8704, -7335.1844, -7331.7679, -7335.7015, -7324.3208, -7324.3447, -27461.2723, -18169.0814, -18168.6319, -18170.4036, -18170.3114, -18168.0488 eV, in the order they appear.
These records have energy relative to the best compared isomer or geometry (same formula, charge and spin) values of 210.35, 83.57, 413.21, 33.68, 218.87, 216.57, 132.76, 36.29, 79.66, 81.16, 90.06, 308.37 kJ/mol, in the order they appear.